The following is a quantum chemistry calculation of a cluster of 5 separate species, C30H45Cl12F3N5O7P2 in total, from the Open Molecules 2025 dataset.

```
! wB97M-V def2-TZVPD RIJCOSX def2/J DEFGRID3
* xyz 1 1
H 3.663 1.257 -7.963
N -0.342 1.561 -1.190
Cl 3.194 7.018 2.337
C 0.196 -0.889 -5.334
C -2.134 -3.921 1.441
H 2.425 0.952 0.547
H -1.246 -2.168 -1.786
H 0.572 -4.248 -0.730
Cl 3.702 -2.861 6.806
H -3.333 -5.251 0.272
H -1.233 2.217 0.534
Cl 1.873 -3.116 4.568
H -0.457 3.591 2.009
H -4.056 1.603 2.140
H -7.449 -4.323 0.688
Cl 1.816 8.291 4.552
Cl -5.320 -3.676 -0.062
H 4.176 -1.126 -1.576
H 2.015 4.949 1.118
H -1.932 1.144 2.232
H 0.932 2.320 -2.591
H 4.101 7.832 4.338
C -2.696 -4.381 0.257
O 2.497 0.526 -2.664
C -0.405 0.233 -1.743
C 0.291 3.713 1.209
C 1.228 -1.735 1.163
F 1.257 1.033 4.812
N 3.076 0.746 -0.206
C 3.220 -3.226 1.198
H 1.772 -3.254 -1.542
C 0.317 -0.869 -3.978
N 0.275 2.586 -1.875
C 1.718 -3.144 0.750
H -1.817 1.647 -3.519
C -0.547 3.693 -2.394
C -1.483 -2.622 -0.828
C -0.387 0.078 -3.234
H 3.772 -2.306 0.996
N 0.112 -1.021 0.399
H -2.353 -4.445 2.364
C 3.513 0.872 -6.962
H -0.871 -2.584 2.435
O -0.077 -0.211 3.509
Cl 3.190 5.767 4.961
O 3.295 -1.503 -1.410
Cl -7.500 -4.835 -1.595
C -0.352 1.616 0.273
C 1.575 -3.814 -0.628
H -2.015 3.857 -0.724
C -1.868 0.223 1.644
H 2.963 1.363 -2.513
H -4.350 -0.943 -0.663
N -0.533 -0.074 -6.146
H 1.457 0.582 2.332
H 1.265 -3.879 1.425
H 0.013 4.626 -2.239
O -4.458 0.939 1.565
H 3.249 -3.381 2.280
Cl -7.834 -2.246 -0.323
H 0.967 -1.584 -3.481
C 3.195 7.299 4.081
H 0.954 -1.863 2.212
C -1.945 3.866 -1.811
O -3.260 1.270 -0.578
H 1.218 5.039 2.674
Cl 4.670 -0.436 -6.695
P -3.316 0.350 0.562
H -0.044 4.422 0.448
H 2.097 -1.086 1.303
C -7.080 -3.836 -0.205
H -2.314 4.845 -2.137
C -2.349 -3.694 -0.886
H 2.198 3.586 2.283
H -1.395 -0.164 -1.453
C -0.400 0.258 1.096
C 1.530 4.352 1.888
H -0.624 3.601 -3.489
Cl 1.850 0.275 -6.825
C 2.196 -3.580 6.250
H 3.726 -4.081 0.754
H -2.624 3.149 -2.275
C 0.081 0.409 4.711
H -1.841 1.477 -5.911
H 2.234 -4.684 -0.654
C -1.276 -2.852 1.460
H 1.389 -3.201 6.863
C -0.918 -2.138 0.334
C 0.607 -0.691 -0.972
H -2.083 -0.551 2.384
C -1.187 0.905 -3.994
O -3.939 -1.052 0.210
H 0.751 -1.668 -5.844
C -1.198 0.780 -5.369
H 0.572 -1.584 -1.606
Cl 2.238 -5.333 6.407
H 0.061 1.616 2.722
H -2.756 -4.015 -1.838
Cl 3.788 2.191 -5.817
F 0.035 -0.532 5.667
O 0.715 2.467 0.682
C 0.372 0.627 2.392
F -0.933 1.251 4.957
P 2.364 -0.194 -1.238
*
```

---

The following is a quantum chemistry calculation of a cluster of 2 separate species, C30H45ClFI2NO7P in total, from the Open Molecules 2025 dataset.

```
! wB97M-V def2-TZVPD RIJCOSX def2/J DEFGRID3
* xyz -1 1
H 0.671 -4.135 0.665
H -0.034 -7.317 2.716
C 1.451 -2.381 -2.326
H -2.977 4.722 3.029
H 2.082 0.278 -4.534
H 1.917 -4.058 -6.702
C 2.828 0.569 1.202
C -3.402 1.030 0.643
C -2.666 5.040 -2.137
H -1.467 -6.331 0.726
C 3.287 -0.605 -2.933
N -1.260 -3.980 -0.334
O -3.588 4.386 8.473
H -3.819 1.312 8.513
C 0.255 -2.788 -1.635
C 2.142 -3.465 -3.222
H -4.567 1.863 6.998
C -0.036 -0.468 -0.636
C 1.969 -1.009 -2.176
O -2.192 3.042 7.296
H 3.658 -1.507 -3.490
H -3.505 5.544 -2.689
H -1.038 0.030 1.278
C -4.267 2.169 8.003
H 4.082 -0.301 -0.875
F 3.668 -4.034 -5.583
H -2.225 1.530 -1.135
H -2.043 5.836 -1.664
H -3.171 0.440 1.571
C -2.330 0.645 -0.445
C -0.902 0.463 0.248
H 6.196 1.054 -1.633
O -2.477 3.757 0.010
H 5.242 -1.097 -1.976
H 0.333 -6.339 0.496
C 1.419 -3.511 -4.626
H -0.761 3.054 4.509
H -1.248 4.698 2.518
H -1.112 -5.982 3.282
C 2.397 -3.494 -5.858
C -0.495 -1.828 -0.805
H 2.775 0.773 2.303
H 2.991 1.547 -3.638
H 3.248 -3.363 -3.269
H -2.610 -0.214 -1.094
H -4.241 4.613 -0.689
C -1.509 3.887 4.521
P -3.234 2.824 1.157
C -2.049 4.106 3.050
C -1.727 -2.593 -0.231
O -2.791 -2.237 0.153
H 2.407 -0.450 1.037
H 0.664 -2.687 -4.720
C -0.230 -6.215 2.632
H 4.689 1.957 -1.902
H 2.654 1.503 -1.655
H -2.379 3.667 5.178
O -2.195 2.788 2.455
H 1.924 -4.446 -2.718
H 3.916 0.646 0.941
C -0.509 -5.915 1.112
H -1.018 4.801 4.937
H 2.522 -2.424 -6.179
O -4.559 3.402 1.540
C 1.709 1.396 -1.063
H 5.581 1.134 -3.319
H -0.502 1.493 0.380
C 3.054 0.506 -4.027
C -0.422 -4.335 0.853
H 0.829 -4.464 -4.686
C 4.485 -0.266 -1.912
C -3.249 3.316 7.918
I 3.524 3.393 0.336
Cl -0.854 -3.374 2.329
O -0.481 -5.090 -2.291
C -0.499 -4.148 -1.564
C 2.084 1.724 0.434
H 1.250 2.117 1.054
H 3.880 0.416 -4.779
I 0.380 2.896 -1.957
C -3.346 4.079 -1.091
H 0.683 -5.645 2.937
H -4.461 0.904 0.327
C 5.258 1.057 -2.257
H -5.161 2.471 8.554
C 1.220 -0.065 -1.310
H -3.688 3.179 -1.670
H -2.030 4.506 -2.883
*
```

---

Result set for orbital gap: 8.246 4.539 eV, one per record in the order listed.